{
  "formula": "C2H5BrN3",
  "method": "the ωB97M-V functional and the def2-TZVPD basis",
  "elements": ["C", "C", "N", "N", "N", "Br", "H", "H", "H", "H", "H"],
  "xyz": [[1.1882, -0.0875, -0.3362], [-0.5110, -0.0866, 0.1291], [1.7736, 0.9998, -0.3004], [-1.0046, 1.0895, 0.4669], [-1.1292, -1.2401, 0.0707], [1.9481, -1.8014, -0.8633], [2.7926, 1.1116, -0.3967], [-0.3248, 1.8649, 0.6218], [-1.9592, 1.5228, 0.6708], [-0.6256, -2.0664, -0.3209], [-2.1482, -1.3066, 0.2584]],
  "forces_ev_per_angstrom": [[-1.5537, 0.0792, 0.5634], [2.1476, 0.2499, -0.8878], [-0.5530, -0.1266, 0.7651], [0.0922, 1.9475, 0.6270], [-0.4592, -0.1588, -0.3658], [-0.7627, 0.7753, 0.4297], [-0.6492, -0.4385, -0.3954], [-0.0955, -1.1431, -0.5898], [1.3009, -2.0754, -0.5005], [-0.5960, 0.9869, 0.5125], [1.1286, -0.0964, -0.1583]],
  "mulliken_charge": [0.26, 0.65, -0.47, -0.37, -0.32, -0.10, 0.33, 0.30, 0.27, 0.17, 0.28],
  "total_charge": 1,
  "de_lowest_kcal_mol": 2.2,
  "largest_force_ha_per_bohr": 0.0486,
  "multiplicity": 1,
  "homo_ev": -14.95,
  "orbital_gap_ev": 10.5,
  "smiles": "[H]/N=C(\\Br)C(N)=[NH2+]"
}

{
  "formula": "C2H5BrNO",
  "method": "the ωB97M-V functional and the def2-TZVPD basis",
  "elements": ["C", "C", "N", "O", "Br", "H", "H", "H", "H", "H"],
  "xyz": [[0.9173, -0.0060, 0.7440], [1.8341, -0.1418, -0.3435], [-2.3841, 0.1934, -0.1345], [0.3951, 0.1665, 1.7056], [3.6899, 0.0228, 0.3791], [1.8491, -1.1886, -0.8968], [1.7724, 0.5952, -1.1242], [-2.9637, 0.7015, -0.7979], [-2.4642, 0.4509, 0.8180], [-2.6460, -0.7937, -0.3498]],
  "forces_ev_per_angstrom": [[0.7558, 0.1907, -0.4935], [1.8185, -2.6090, -1.4055], [0.5233, -1.7552, -2.3015], [-0.5524, -0.0872, 0.3626], [-0.9720, 0.0037, 0.0068], [-0.6493, 1.9417, 1.4939], [-0.6557, 0.6084, -0.0311], [0.1612, 0.5126, 0.7004], [-0.7963, 0.1471, 0.6875], [0.3668, 1.0472, 0.9804]],
  "mulliken_charge": [0.63, -0.55, -0.68, 0.06, 0.13, 0.36, 0.34, 0.24, 0.23, 0.24],
  "total_charge": 1,
  "de_lowest_kcal_mol": 36.6,
  "largest_force_ha_per_bohr": 0.0676,
  "multiplicity": 1,
  "homo_ev": -13.80,
  "orbital_gap_ev": 7.3
}

{
  "formula": "C2H5BrO2P",
  "method": "the ωB97M-V functional and the def2-TZVPD basis",
  "elements": ["C", "C", "O", "O", "P", "Br", "H", "H", "H", "H", "H"],
  "xyz": [[-0.7509, 0.7757, -0.8481], [-0.2487, 0.2360, 0.4750], [2.0063, -0.5700, 1.7666], [2.1874, -0.1399, -0.7775], [1.3999, -0.3622, 0.4581], [-0.9102, -3.0869, 0.5411], [0.0525, 1.5383, -1.1623], [-0.7145, 0.0233, -1.5986], [-1.6947, 1.1174, -0.7843], [-0.9713, -0.4823, 0.5922], [-0.3557, 0.9506, 1.3379]],
  "forces_ev_per_angstrom": [[5.6460, 1.1315, -0.6808], [-0.6636, 2.2148, 0.1024], [-0.2206, -0.3061, 0.4354], [-1.1006, -0.4181, 0.4523], [1.6212, 0.1917, -0.4864], [0.2120, 0.1088, -0.1441], [-1.7658, -0.5386, -0.0692], [0.0279, -0.8430, -0.5179], [-3.1144, 1.5638, 0.3102], [-0.9791, -2.5836, 1.4374], [0.3371, -0.5213, -0.8393]],
  "mulliken_charge": [-1.20, -0.18, -0.60, -0.62, 0.94, -0.84, 0.27, 0.28, 0.47, 0.15, 0.31],
  "total_charge": -1,
  "de_lowest_kcal_mol": 33.1,
  "largest_force_ha_per_bohr": 0.1128,
  "multiplicity": 1,
  "homo_ev": -4.31,
  "orbital_gap_ev": 7.8
}

{
  "formula": "C2H5BrO2S",
  "method": "the ωB97M-V functional and the def2-TZVPD basis",
  "elements": ["C", "C", "O", "O", "S", "Br", "H", "H", "H", "H", "H"],
  "xyz": [[0.1234, -0.3056, -0.9037], [0.6292, -0.0624, 0.5496], [-0.2353, 0.2805, 1.5331], [1.4497, -1.1875, 0.8641], [-1.2951, 1.8805, -1.1508], [-2.8106, 1.1087, -2.5422], [-0.8510, -0.7732, -1.0329], [0.9799, -0.3242, -1.4728], [1.2286, 0.8020, 0.5531], [-0.9151, -0.3631, 1.8089], [1.6964, -1.0558, 1.7937]],
  "forces_ev_per_angstrom": [[-3.0797, 2.7477, 3.5684], [-0.0546, -1.1015, -1.2095], [-1.6570, -0.1745, 1.5062], [-0.5210, 0.1076, 0.2144], [1.3914, -2.1898, -0.1432], [0.3155, 0.0734, 0.2308], [0.6807, -0.3999, -0.3769], [1.1396, -0.1623, -2.2176], [1.1713, 1.1819, -0.5942], [0.5247, 0.0542, -0.6901], [0.0891, -0.1370, -0.2881]],
  "mulliken_charge": [-0.85, 0.28, -0.47, -0.53, -0.07, -0.09, 0.47, 0.32, 0.31, 0.30, 0.33],
  "de_lowest_kcal_mol": 46.8,
  "largest_force_ha_per_bohr": 0.1061,
  "multiplicity": 1,
  "homo_ev": [-8.72, -8.71],
  "orbital_gap_ev": [7.4, 7.4]
}

{
  "formula": "C2H5BrO2S",
  "method": "the ωB97M-V functional and the def2-TZVPD basis",
  "elements": ["C", "C", "O", "O", "S", "Br", "H", "H", "H", "H", "H"],
  "xyz": [[-1.4807, -0.1668, -0.7034], [-0.9457, -0.3394, 0.6760], [2.3258, 1.3061, 0.6172], [-0.2028, 0.4622, 1.2337], [2.3522, 0.4417, -0.7504], [2.9085, -1.4501, 0.0821], [-1.0376, -0.8604, -1.3628], [-2.5854, -0.2240, -0.7970], [-1.2835, 0.7451, -1.1897], [1.4336, 1.4481, 1.1167], [-1.4844, -1.3627, 1.0774]],
  "forces_ev_per_angstrom": [[-1.2008, 0.6522, -0.1190], [-0.9054, -0.1380, 0.4373], [-1.1021, 1.3521, 1.1779], [-1.5612, -2.1597, -0.3816], [-0.6008, 0.7579, 0.3811], [0.1847, -1.0631, 0.1145], [0.3808, -1.4413, -0.5936], [0.5456, -0.6169, 0.5602], [0.7622, 1.5991, -0.0501], [1.6352, -1.0774, -1.7973], [1.8616, 2.1350, 0.2705]],
  "mulliken_charge": [-1.05, 0.31, -0.45, -0.51, 0.09, -0.07, 0.32, 0.34, 0.34, 0.45, 0.21],
  "de_lowest_kcal_mol": 17.2,
  "largest_force_ha_per_bohr": 0.0553,
  "multiplicity": 1,
  "homo_ev": -8.62,
  "orbital_gap_ev": 8.9,
  "smiles": "CC=O.OSBr"
}

{
  "formula": "C2H5BrSe",
  "method": "the ωB97M-V functional and the def2-TZVPD basis",
  "elements": ["C", "C", "Se", "Br", "H", "H", "H", "H", "H"],
  "xyz": [[-0.4187, 0.8203, 0.0014], [0.9308, -0.5621, -0.0003], [-2.0626, 0.1401, -0.6204], [2.6622, 0.1098, -0.4963], [-0.2534, 1.0854, 0.9915], [-0.0460, 1.3870, -0.8212], [0.4559, -1.3039, -0.5919], [0.9600, -1.0316, 1.0668], [-2.2284, -0.6450, 0.4704]],
  "forces_ev_per_angstrom": [[3.4872, -3.9564, -1.6326], [-2.6749, 1.6812, 2.7523], [-0.1122, 1.5302, -2.1310], [-0.5374, -0.2980, -0.0331], [-0.3933, 1.2913, 1.4183], [0.3897, 1.0341, 0.1182], [0.3506, -0.5479, -1.2400], [0.1751, 1.2303, -1.7774], [-0.6848, -1.9647, 2.5252]],
  "mulliken_charge": [-0.82, -0.54, -0.05, -0.15, 0.41, 0.36, 0.39, 0.31, 0.10],
  "de_lowest_kcal_mol": 36.4,
  "largest_force_ha_per_bohr": 0.1074,
  "multiplicity": 1,
  "homo_ev": -8.74,
  "orbital_gap_ev": 9.4
}

{
  "formula": "C2H5BrSi",
  "method": "the ωB97M-V functional and the def2-TZVPD basis",
  "elements": ["C", "C", "Si", "Br", "H", "H", "H", "H", "H"],
  "xyz": [[0.6449, 1.3036, -0.1002], [-1.0630, -0.8907, 0.5452], [0.4564, -0.5521, -0.4620], [-0.9746, -1.5788, 2.2505], [0.7824, 1.8689, -1.0204], [0.1302, 1.9489, 0.5676], [1.6005, -1.3027, -0.1332], [-1.8351, -0.2676, 0.2904], [0.2583, -0.5294, -1.9379]],
  "forces_ev_per_angstrom": [[0.1515, -0.7517, -1.5095], [2.3421, -1.3481, -0.4726], [-0.9225, 2.1233, 0.2421], [-0.1531, 0.0035, 0.1909], [0.2981, 0.0466, -0.1020], [-0.2590, 0.0294, 1.1397], [1.0437, -0.9277, 0.4196], [-2.3175, 1.1507, -0.1043], [-0.1833, -0.3260, 0.1961]],
  "mulliken_charge": [-0.85, -0.47, 0.51, -0.08, 0.31, 0.40, -0.14, 0.45, -0.13],
  "de_lowest_kcal_mol": 95.0,
  "largest_force_ha_per_bohr": 0.0533,
  "multiplicity": 1,
  "homo_ev": [-8.45, -9.04],
  "orbital_gap_ev": [7.9, 8.4]
}

{
  "formula": "C2H5BrSi",
  "method": "the ωB97M-V functional and the def2-TZVPD basis",
  "elements": ["C", "C", "Si", "Br", "H", "H", "H", "H", "H"],
  "xyz": [[0.8676, 0.7723, -1.1131], [0.6046, 0.1706, 0.0536], [-1.1084, -0.5290, 0.5265], [1.9396, -0.0458, 1.4699], [1.9427, 1.0362, -1.4897], [0.0235, 0.9847, -1.7467], [-1.7705, -1.0378, -0.6294], [-1.1897, -1.7357, 1.3986], [-1.3095, 0.3845, 1.5303]],
  "forces_ev_per_angstrom": [[2.2584, -0.1902, 0.4412], [0.2185, -0.4534, -0.4291], [2.2157, -1.6191, 0.3066], [-0.4550, 0.0610, -0.8503], [-2.2411, -0.1746, 0.9480], [-0.0211, -0.1494, -0.4865], [-0.9372, 0.5718, -0.9715], [0.6212, -0.1370, -0.2536], [-1.6595, 2.0909, 1.2952]],
  "mulliken_charge": [-0.58, 0.16, 0.48, -0.18, 0.23, 0.23, -0.12, -0.11, -0.10],
  "de_lowest_kcal_mol": 51.5,
  "largest_force_ha_per_bohr": 0.0577,
  "multiplicity": 1,
  "homo_ev": -9.62,
  "orbital_gap_ev": 10.4,
  "smiles": "C=C([SiH3])Br"
}

{
  "formula": "C2H5Cl2N",
  "method": "the ωB97M-V functional and the def2-TZVPD basis",
  "elements": ["C", "C", "H", "H", "H", "H", "H", "N", "Cl", "Cl"],
  "xyz": [[-0.7734, -1.1386, 0.2662], [0.4247, -0.1791, 0.4972], [-1.4971, -1.0182, -1.4786], [-2.4733, -2.0672, -0.4480], [-0.3431, -2.1843, 0.3081], [-1.1221, -1.1305, 1.2795], [1.2899, -0.6518, 0.9540], [-1.9781, -1.0343, -0.4880], [0.9718, -0.1448, -1.2421], [0.2096, 1.4505, 1.1374]],
  "forces_ev_per_angstrom": [[0.7622, -2.2171, 5.7568], [-0.5157, -0.4549, -3.3900], [-2.1119, -0.0086, 1.5526], [1.7310, 3.4470, -0.1013], [0.2337, 1.0687, -0.8407], [-0.6522, -0.1339, 1.2758], [-0.6145, -0.0925, 0.5723], [0.5493, -1.9668, -4.1503], [0.9025, 0.8834, -0.6092], [-0.2845, -0.5253, -0.0660]],
  "mulliken_charge": [-0.89, 0.17, 0.32, 0.31, 0.35, 0.39, 0.29, -0.58, -0.23, -0.14],
  "de_lowest_kcal_mol": 33.6,
  "largest_force_ha_per_bohr": 0.1209,
  "multiplicity": 1,
  "homo_ev": -10.05,
  "orbital_gap_ev": 10.7,
  "smiles": "NCC(Cl)Cl"
}

{
  "formula": "C2H5Cl2N",
  "method": "the ωB97M-V functional and the def2-TZVPD basis",
  "elements": ["C", "C", "N", "Cl", "Cl", "H", "H", "H", "H", "H"],
  "xyz": [[0.7341, -1.5313, 0.0377], [1.4890, -0.5267, 0.4382], [-1.8184, 1.7284, -0.3729], [1.7981, 1.0372, -0.1397], [-2.2765, 0.1678, 0.2407], [0.1702, -1.4196, -0.7939], [0.7641, -2.3216, 0.6728], [-1.9859, 1.6077, -1.3548], [2.0333, -0.5970, 1.2696], [-0.9080, 1.8551, 0.0023]],
  "forces_ev_per_angstrom": [[1.8025, 3.0757, 0.3848], [-1.1955, -0.4493, -1.4910], [-1.8851, -0.5369, 0.8445], [-0.3690, 0.8781, -1.1183], [-0.2282, -0.1046, 0.2341], [-1.8762, -0.2661, -2.4229], [-0.2811, -2.5475, 1.3303], [0.9583, 0.4228, -0.4085], [1.9934, -0.7197, 3.3264], [1.0810, 0.2475, -0.6794]],
  "mulliken_charge": [-0.63, -0.17, -0.47, -0.18, -0.11, 0.35, 0.26, 0.30, 0.38, 0.27],
  "de_lowest_kcal_mol": 52.0,
  "largest_force_ha_per_bohr": 0.0767,
  "multiplicity": 1,
  "homo_ev": -9.45,
  "orbital_gap_ev": 10.2,
  "smiles": "C=CCl.NCl"
}